Computed, not measured: a structure of composition C16H32N4O3 in a non-equilibrium geometry, with wB97M-V/def2-TZVPD.

As for the total charge: 0. The electronic energy comes out at -1073.03416 Ha. For the HOMO energy, the calculation gives -0.2784 Eh. The value obtained for the energy relative to the best compared isomer or geometry (same formula, charge and spin) is 392.3 kcal per mole.

The geometry in XYZ format:
```
55
C16H32N4O3 wB97M-V/def2-TZVPD
C -6.5721 -1.9839 -0.5296
C -5.1705 -1.5708 0.0578
C -4.4376 -0.3955 -0.7709
C -3.1756 -0.1428 -0.1955
C -3.2937 0.4042 1.0390
C -2.0203 1.0339 1.7076
C -1.6544 2.2824 1.1055
H -1.8282 2.3690 -0.2439
C -0.1211 2.7309 0.9575
N 0.7387 1.6957 0.2788
C 0.6526 2.0223 -1.0719
O -0.1668 2.5463 -1.8781
N 1.7848 0.8834 -1.6608
C 2.3562 0.3884 -0.4449
N 1.7799 -1.0589 -0.5884
C 2.4281 -2.1326 0.1946
O 3.7052 -2.1356 0.4250
N 1.7452 -3.2942 0.2746
H 0.9561 -3.1493 -0.2571
C 2.3690 -4.4373 0.6938
H 2.3883 -5.1896 -0.3521
H 3.2960 -4.1628 1.0523
H 1.8438 -4.8269 1.4576
O 0.3382 -1.1128 -0.4671
H -0.0399 -0.3252 -0.3248
H 3.5007 0.1936 -0.5911
C 1.9633 0.9711 0.7577
C 1.8262 0.4839 1.9954
H 0.8618 -0.3926 2.0781
H 1.6797 0.9279 2.9617
H 2.7006 -0.1564 2.1304
C 2.9925 2.2065 0.8470
H 3.2050 2.8361 0.0762
H 3.9404 1.6387 1.2388
H 2.6864 2.8531 1.7626
C 1.9386 0.8863 -2.8913
H 2.9657 0.7879 -3.4094
H 1.5648 -0.3254 -2.8236
H 1.2547 1.4029 -3.4947
H 0.1348 2.7770 2.1900
H 0.2051 3.6408 0.8368
H -2.2598 3.3216 1.5983
H -1.3057 0.3100 1.5134
H -2.0446 1.1673 2.7594
H -4.1377 1.4674 1.0636
H -3.5324 -0.1935 1.9207
H -2.5393 -1.1231 -0.0340
H -2.5997 0.4044 -0.8408
H -5.1953 0.4997 -0.9030
H -4.5855 -0.7852 -1.7143
H -5.5230 -1.1373 1.0128
H -4.6481 -2.3887 0.1183
H -6.2370 -2.3268 -1.7040
H -7.0640 -2.8299 0.0708
H -7.1737 -1.2000 -0.6050
```

Atomic partial charges in e from the Mulliken method, atoms 1 to 4: number 1, C, carries -1.28; number 2, C, carries -0.52; number 3, C, carries -1.51; number 4, C, carries 0.37

***

Computed, not measured: an isolated molecule of CH3NOSi in a non-equilibrium geometry, with wB97M-V/def2-TZVPD.

As for the total charge: 0. The electronic energy comes out at -459.36245 Ha. For the HOMO energy, the calculation gives -0.4105 Eh. The value obtained for the energy relative to the best compared isomer or geometry (same formula, charge and spin) is 29.1 kcal per mole.

The geometry in XYZ format:
```
7
CH3NOSi wB97M-V/def2-TZVPD
N -1.4429 2.3975 -0.0282
C -0.5641 1.6591 0.0692
O 0.3256 0.7156 0.1948
Si 0.2768 -0.9365 -0.0520
H 1.7181 -1.2145 0.0297
H -0.2312 -1.4745 1.1764
H -0.0823 -1.1467 -1.3900
```

Atomic partial charges in e from the Mulliken method, atoms 1 to 4: number 1, N, carries -0.38; number 2, C, carries 0.49; number 3, O, carries -0.29; number 4, Si, carries 0.42

***

Q: electronic energy of number 2 (CH3NOSi)?
A: -459.36245 Ha

***

Q: The lowest HOMO energy belongs to which entry?
A: CH3NOSi

***

Q: What is the formula in the second record?
A: CH3NOSi